Molecular formula: C45H51Cl3NO8PS2V
Method: DFT, ωB97M-V/def2-TZVPD

For the energy above the lowest of the compared OMol25 structures with the same formula, charge and spin, the calculation gives 38.0 kJ/mol. The value obtained for the HOMO-LUMO gap (spin up / spin down) is 0.2925 / 0.3005 hartree. The lowest unoccupied orbital energy (spin up / spin down) comes out at -2.9 / -2.8 eV.

Geometry as ORCA input:
```
! wB97M-V def2-TZVPD RIJCOSX def2/J DEFGRID3
* xyz 1 3
V 0.027 0.240 0.315
O -1.841 0.015 -0.334
S -3.103 -0.920 -0.335
C -3.676 -1.704 1.223
C -4.259 -0.833 2.345
C -3.387 -0.099 3.359
C -2.482 -1.110 4.074
S -0.777 -0.863 3.452
O -1.047 -0.663 1.978
C -0.249 -2.562 3.632
C -0.534 -3.569 2.675
C -0.119 -4.851 2.904
C 0.688 -5.146 3.999
C 1.070 -4.163 4.837
C 0.610 -2.846 4.678
C -4.418 0.347 -0.572
C -4.287 1.561 0.088
C -5.191 2.575 -0.136
C -6.256 2.426 -1.057
C -6.387 1.183 -1.675
C -5.455 0.146 -1.469
H -2.934 -2.443 1.538
H -4.514 -2.224 0.734
H -4.881 -1.568 2.899
H -5.011 -0.144 1.935
H -4.070 0.369 4.088
H -2.777 0.716 2.899
H -2.718 -2.147 3.835
H -2.446 -0.927 5.158
H -1.039 -3.302 1.764
H -0.367 -5.594 2.167
H 1.029 -6.141 4.201
H 1.735 -4.394 5.674
H 0.950 -2.051 5.313
H -3.465 1.669 0.769
H -5.115 3.511 0.398
H -6.937 3.208 -1.315
H -7.195 1.078 -2.389
H -5.529 -0.841 -1.973
O -0.889 2.175 1.355
C -0.148 2.800 2.112
C 1.244 2.735 2.445
C 1.742 3.703 3.318
C 3.032 3.694 3.695
C 3.889 2.640 3.310
C 3.423 1.676 2.471
C 2.065 1.656 2.006
O 1.607 0.795 1.187
N 3.566 4.667 4.710
O 4.574 4.306 5.256
O 2.958 5.701 4.918
H -0.752 3.576 2.636
H 1.103 4.443 3.751
H 4.928 2.655 3.611
H 4.083 0.856 2.181
Cl 5.989 -5.548 -1.211
C 4.587 -4.780 -0.539
C 4.455 -4.591 0.838
C 3.368 -3.842 1.273
C 2.498 -3.211 0.349
C 2.527 -3.664 -0.950
C 3.619 -4.386 -1.422
C 1.608 -2.053 0.846
O 1.592 -1.731 2.022
O 0.910 -1.421 -0.144
H 5.150 -5.017 1.553
H 3.287 -3.635 2.362
H 1.819 -3.258 -1.629
H 3.701 -4.670 -2.454
C -1.285 -0.199 -3.148
C 0.167 0.154 -3.417
C 0.269 0.841 -4.807
C 0.968 -1.174 -3.333
P 0.770 1.320 -1.990
C -0.011 2.951 -2.365
C 0.315 3.778 -3.452
C -0.465 4.881 -3.712
C -1.493 5.246 -2.885
C -1.814 4.460 -1.776
C -1.099 3.291 -1.548
C 2.678 1.559 -2.132
C 3.196 1.782 -3.562
C 3.385 0.315 -1.519
C 3.047 2.768 -1.255
H -1.639 -0.770 -4.014
H -1.967 0.644 -3.040
H -1.352 -0.855 -2.270
H 0.063 0.083 -5.571
H 1.213 1.324 -5.034
H -0.484 1.657 -4.885
H 0.366 -1.939 -3.816
H 1.164 -1.513 -2.348
H 1.903 -1.169 -3.912
H 1.088 3.510 -4.146
H -0.176 5.452 -4.582
H -2.035 6.153 -3.100
H -2.647 4.688 -1.141
H -1.364 2.598 -0.753
H 2.900 1.005 -4.260
H 4.282 1.748 -3.590
H 2.889 2.769 -3.905
H 3.082 -0.648 -1.958
H 3.243 0.212 -0.441
H 4.429 0.472 -1.693
H 2.594 3.707 -1.569
H 4.136 2.912 -1.313
H 2.787 2.643 -0.195
Cl -2.109 -4.623 -1.043
C -1.679 -4.058 -2.667
Cl -0.678 -5.148 -3.636
H -1.161 -3.124 -2.585
H -2.652 -3.909 -3.162
*
```